No. 1
49
Properties=species:S:1:pos:R:3:forces:R:3:lowdin_charge:R:1 method="wB97M-V/def2-TZVPD" homo_ev=-5.68 e_lumo_ha=-0.038 homo_lumo_gap_ev=4.65 energy_ev=-38705.920 de_lowest_ev=0.000
Rb -5.385228 -3.490222 -0.181177 1.27 0.27 -0.24 0.9050
Rb 1.348523 -4.760702 1.988163 -0.92 0.87 -0.31 0.8985
O -2.675315 -2.959263 -0.766368 -1.43 -0.54 0.30 -0.4944
C -1.652697 -2.088080 -0.593290 -0.03 0.39 -0.97 -0.5110
C -1.241578 -1.779907 0.825742 0.35 0.04 1.18 -0.4948
O -0.598728 -2.767694 1.529838 0.89 -0.79 0.37 -0.5044
H -1.886238 -1.079989 -1.038180 0.05 -0.06 0.04 0.0704
H -0.741241 -2.406577 -1.163505 0.07 -0.02 0.23 0.0969
H -2.178825 -1.456593 1.360726 0.00 -0.02 -0.18 0.0903
H -0.601757 -0.853850 0.817059 -0.15 0.06 -0.38 0.0734
C -1.717051 0.608211 4.017375 -0.12 -1.64 -0.84 -0.0229
C -0.329440 1.163379 3.849028 0.41 0.43 0.64 -0.2923
C 0.620731 0.237976 3.061369 -0.37 0.17 0.29 -0.0917
O 1.007282 1.017198 1.932495 -0.37 0.00 -0.18 0.0457
C 0.331539 2.198151 1.919070 0.50 -0.78 0.71 -0.5668
O 0.378976 2.957826 1.019360 -0.10 0.72 -0.68 0.1772
O -0.326663 2.388675 3.078831 -0.19 -0.39 -0.11 0.0890
H -2.318561 0.982450 4.836174 -0.02 0.51 -0.13 0.0786
H -1.633468 -0.482596 4.165404 0.22 0.25 0.39 0.0933
H -2.230757 0.580193 3.047984 -0.16 0.61 0.20 0.0925
H 0.082445 1.418949 4.829042 0.06 0.03 -0.11 0.1467
H 0.072851 -0.661574 2.783610 0.24 -0.18 -0.48 0.0879
H 1.529068 -0.031143 3.596766 -0.03 0.05 0.17 0.1291
C -2.940273 1.475544 -1.819627 -0.44 0.41 -0.80 -0.0256
C -1.609774 2.130981 -1.530786 -0.57 -0.60 0.95 -0.3269
C -0.379900 1.316365 -1.894788 -0.91 -0.70 -0.37 -0.1131
O 0.535056 2.280825 -2.367502 0.26 0.44 0.23 0.0687
C -0.126054 3.444217 -2.613728 0.25 -0.46 0.22 -0.5551
O 0.390399 4.401982 -3.079212 -0.01 0.38 -0.22 0.1652
O -1.426559 3.342354 -2.261479 0.13 0.04 -0.10 0.0996
H -3.740598 2.221478 -1.830844 0.17 0.14 0.07 0.0837
H -3.225257 0.745859 -1.065736 0.34 -0.19 -0.03 0.0751
H -2.936179 1.021365 -2.814856 -0.02 -0.17 0.15 0.0918
H -1.609807 2.343420 -0.456736 0.30 0.41 -0.14 0.1394
H -0.591656 0.620667 -2.714248 -0.01 -0.01 0.06 0.1413
H -0.052690 0.728329 -1.039326 0.45 0.28 0.00 0.1053
C 2.512759 -2.287967 -0.334420 0.45 0.36 1.26 -0.0456
C 2.471526 -1.056653 -1.182120 0.02 -0.33 -1.22 -0.2972
C 3.799298 -0.335335 -1.420920 -0.30 0.59 -0.45 -0.0657
O 3.760203 -0.003932 -2.821275 0.11 -0.04 0.32 0.0644
C 2.781359 -0.701450 -3.435519 -0.09 -0.03 0.50 -0.5760
O 2.590351 -0.699398 -4.603338 -0.07 -0.06 -0.41 0.1666
O 2.057556 -1.400300 -2.532034 0.20 0.06 0.11 0.0796
H 3.249324 -3.048769 -0.600361 -0.15 0.06 -0.68 0.0888
H 1.503931 -2.677021 -0.199520 -0.05 -0.11 0.04 0.0439
H 2.888507 -1.919237 0.636041 -0.40 -0.15 0.10 0.0950
H 1.714663 -0.366538 -0.815431 0.07 0.00 0.26 0.1322
H 4.706818 -0.912900 -1.251110 -0.11 -0.22 0.20 0.1315
H 3.823131 0.601288 -0.866630 0.21 -0.05 0.06 0.1369

=====

No. 2
45
Properties=species:S:1:pos:R:3:forces:R:3:lowdin_charge:R:1 method="wB97M-V/def2-TZVPD" homo_ev=-14.72 e_lumo_ha=-0.311 homo_lumo_gap_ev=6.25 energy_ev=-40673.961 charge=+2 de_lowest_ev=0.261
Zr 1.509738 -0.675492 0.297182 -0.21 0.05 -0.33 1.9058
O 2.164483 6.435620 0.626069 -0.09 -0.04 -0.15 0.1585
C 1.033711 5.986020 1.185234 0.33 -0.01 0.63 -0.4691
O 0.249402 6.719620 1.701947 -0.14 0.03 -0.25 0.1744
C 0.817098 4.487658 1.243074 -0.11 0.05 -0.17 -0.0846
C 0.024430 4.020140 2.293357 -0.01 0.00 0.02 0.0495
C -0.285103 2.678940 2.409148 0.07 0.04 -0.03 0.0325
C 0.171942 1.809850 1.426479 -0.07 -0.11 0.00 -0.2486
C 0.956962 2.264819 0.369922 0.03 0.04 -0.03 -0.0393
C 1.288816 3.610384 0.277812 0.02 -0.07 0.01 0.0255
N -0.042819 0.405242 1.445593 0.06 0.03 0.01 -0.0493
C -0.946357 -0.243412 2.075552 -0.03 -0.05 0.00 0.0171
C -0.872755 -1.704652 2.026460 -0.01 0.01 0.02 -0.2269
C -1.794683 -2.509853 2.655051 0.03 -0.02 -0.02 0.0473
C -1.631193 -3.895177 2.584593 -0.02 0.02 0.01 0.0257
C -0.550697 -4.407518 1.897372 0.02 -0.02 -0.01 0.0215
C 0.345992 -3.532800 1.291601 0.00 0.02 -0.01 -0.0554
N 0.193764 -2.209338 1.346000 -0.07 -0.04 0.10 -0.0293
H 2.806260 5.735285 0.458582 -0.01 0.01 -0.04 0.1170
H -0.343059 4.736862 3.015976 0.00 0.00 -0.01 0.1445
H -0.859817 2.323524 3.254149 0.00 0.00 0.00 0.1276
H 1.243093 1.624538 -0.478786 -0.09 0.00 -0.01 0.0797
H 1.863094 3.960056 -0.570358 0.01 0.02 0.00 0.1393
H -1.738541 0.244617 2.638217 0.02 0.01 0.01 0.1601
H -2.620609 -2.067916 3.196030 -0.01 -0.01 0.00 0.1406
H -2.339393 -4.554125 3.068792 0.00 0.01 0.00 0.1393
H -0.381020 -5.472386 1.824238 0.00 0.00 0.00 0.1365
H 1.210956 -3.908962 0.759398 0.00 0.00 0.00 0.1304
O 1.003033 -0.533715 -3.269537 -0.04 -0.03 0.05 0.2013
B 1.012509 -0.666673 -1.925364 0.26 0.13 -0.28 -0.5334
O -0.216847 -1.123284 -1.423252 0.07 0.01 0.41 0.0147
C -1.029165 -1.283520 -2.566862 -0.03 -0.03 0.04 -0.1693
C -2.330559 -1.720095 -2.651015 0.03 0.02 -0.01 0.0205
C -2.853936 -1.778955 -3.937336 -0.02 0.00 0.00 -0.0426
C -2.097475 -1.418757 -5.053460 0.01 0.01 -0.02 -0.0312
C -0.782221 -0.981390 -4.944650 -0.03 -0.01 0.04 0.0476
C -0.274572 -0.925348 -3.666677 0.07 0.02 -0.06 -0.1692
H -2.909022 -1.998650 -1.781682 0.00 0.00 0.00 0.1248
H -3.872445 -2.113404 -4.075620 0.00 0.00 0.00 0.1205
H -2.546988 -1.482770 -6.034553 -0.01 0.00 0.00 0.1235
H -0.190475 -0.703836 -5.804884 0.00 0.00 0.00 0.1395
O 3.512204 -0.078260 0.646833 0.06 -0.22 0.06 -0.1280
N 3.985452 -1.307845 0.713194 -0.12 0.28 -0.04 -0.4599
O 5.105156 -1.572791 0.836466 0.03 -0.05 0.02 0.3004
O 3.011656 -2.172247 0.619714 0.00 -0.07 0.04 -0.1296

=====

No. 3
13
Properties=species:S:1:pos:R:3:forces:R:3:lowdin_charge:R:1 method="wB97M-V/def2-TZVPD" homo_ev=0.49 e_lumo_ha=0.201 homo_lumo_gap_ev=4.99 energy_ev=-44672.886 smiles="O=P([O-])([O-])[C@@H]1C=CC1(Cl)Cl" charge=-2 de_lowest_ev=0.431
C -0.616466 1.173190 0.456419 0.61 -1.37 -1.57 -0.0588
C -1.562346 0.232520 0.512519 -0.23 0.39 0.28 -0.2178
C 0.219553 0.358527 -0.631583 0.24 1.14 2.10 -0.3324
C -0.964185 -0.583870 -0.573442 -0.44 0.17 -0.10 -1.2176
O 1.175841 -0.718345 1.672973 -0.02 0.00 0.18 -0.4723
O 2.365750 -1.336350 -0.529564 0.09 -0.21 -0.12 -0.4941
O 2.580913 1.032309 0.431014 0.14 0.45 0.06 -0.4891
P 1.789087 -0.258901 0.365151 0.13 0.12 -0.52 0.0025
Cl -1.984987 -0.511180 -2.086006 -0.40 -0.02 -0.58 0.4432
Cl -0.677828 -2.271711 -0.239240 -0.16 -0.81 0.06 0.5919
H -0.376365 2.042912 1.036189 0.06 0.24 0.12 0.0841
H -2.389682 0.004494 1.167505 -0.09 -0.03 0.10 0.0798
H 0.440716 0.836405 -1.581936 0.06 -0.07 -0.02 0.0806

=====

No. 4
15
Properties=species:S:1:pos:R:3:forces:R:3:lowdin_charge:R:1 method="wB97M-V/def2-TZVPD" homo_ev=-12.72 e_lumo_ha=-0.201 homo_lumo_gap_ev=7.24 energy_ev=-9747.874 charge=+1 de_lowest_ev=4.590
C 0.657292 0.190858 0.441483 0.32 -0.26 -0.14 -0.5304
C -0.159426 1.461755 0.787909 2.47 -0.09 0.21 -0.0708
C -1.984298 0.978639 -0.540651 0.54 -0.29 0.72 0.1980
N 1.902860 0.339402 0.630747 0.44 0.57 0.45 0.1293
N -0.107602 -0.802243 -0.017445 -1.61 -0.20 -0.37 -0.0268
N 0.596598 -1.945184 -0.516071 0.50 0.15 0.25 0.1301
O -1.529382 1.255581 0.596008 -2.05 -0.14 -0.97 0.0347
H -0.000362 1.715927 1.838086 -0.23 -0.08 -0.26 0.1504
H 0.246625 2.259399 0.160068 -0.36 0.04 0.01 0.1486
H -1.401414 1.054781 -1.453377 0.24 0.15 0.13 0.1347
H -3.026739 0.688977 -0.583956 -0.11 0.01 0.13 0.1406
H 2.522617 -0.457073 0.570083 -0.09 -0.22 -0.26 0.0369
H 1.174384 -1.734646 -1.352868 -0.19 -0.10 0.35 0.1777
H -0.116231 -2.647259 -0.760880 0.39 0.32 0.08 0.1738
H 1.225077 -2.358912 0.200864 -0.27 0.14 -0.33 0.1731